[1]
The following is a DFT calculation (ωB97M-V/def2-TZVPD) of a cluster of 3 separate species, C33H52FNO10S in total.

XYZ file:
```
98
Properties=species:S:1:pos:R:3:forces:R:3
H -8.29422 -1.72765 1.09398 1.028 -1.686 -1.201
C 1.41788 1.20650 0.28850 0.842 0.716 1.333
H 1.30714 4.88856 0.63533 0.047 -2.193 0.665
C 8.91982 2.56587 -3.01147 1.179 0.066 -1.417
C 1.49357 -6.06560 -3.64925 -0.496 -1.523 0.948
H 0.53034 2.23657 3.12761 0.502 2.214 1.494
H -5.58105 -1.22156 -2.64222 -0.097 2.168 1.358
H -0.66695 1.16807 4.73322 -2.086 -0.844 -1.535
H -7.15110 0.05574 -0.26090 1.862 -1.508 -0.466
C -0.41547 4.32121 3.79109 -0.118 -0.035 1.013
C -2.69793 0.32053 5.36093 -1.296 0.013 -0.380
H 1.59124 -7.58915 -5.11746 0.002 0.060 0.008
H 2.25509 -2.68479 -4.17328 -0.042 -0.036 0.017
C -1.58074 -0.40216 -1.78994 0.356 -0.806 0.056
H 2.15673 5.05766 2.91907 -0.224 -2.321 -0.530
C -2.31257 2.32260 3.58608 1.447 -0.411 -0.526
H -8.83222 -3.12709 -0.04856 2.172 1.002 1.103
H -1.66509 -3.45329 2.60052 -1.596 1.449 0.961
H -1.73961 -3.22568 5.26020 -0.362 2.327 -1.116
H -3.47828 2.24927 3.45548 2.303 0.218 0.431
H -5.45162 -0.49211 0.36781 -1.461 -0.468 -1.918
O 2.76723 -3.37626 -6.66541 -0.547 -1.717 0.814
H -0.07557 5.14179 4.58453 -0.654 -1.641 -1.778
C -2.42145 -2.73892 3.14022 -0.319 1.019 0.863
H -1.55555 0.19321 3.26887 -0.182 0.993 2.064
O 2.33851 -6.05166 -7.10431 -0.056 0.519 0.698
C 6.67992 2.14990 -1.28882 -1.237 -0.020 1.475
C -6.22547 -0.63922 -0.51268 -0.750 -0.312 -0.494
C -1.80129 3.64935 4.41011 -1.038 0.917 -0.551
F 3.32429 0.67253 -1.90711 -3.198 -0.050 -0.150
O 1.09463 -6.90072 -2.62182 0.476 1.664 -0.801
H -1.49915 -1.46855 -2.30407 -0.079 2.403 0.891
O 1.32940 1.74491 -3.36566 2.006 -4.263 4.893
C -3.06707 -1.27219 5.24271 0.483 -0.475 1.128
H -4.23169 1.61663 -1.66863 0.161 -2.544 -0.526
C 1.97076 3.93206 2.62890 -1.413 -0.616 0.354
H -1.74695 3.48903 5.58510 0.099 0.079 -2.536
C -7.87932 -2.62997 0.46777 -0.252 -0.580 0.005
C -6.75435 -2.21092 -0.64814 -0.466 0.239 0.285
H -0.81820 -1.72592 4.58406 -2.144 -0.710 -0.014
H -3.75699 0.48841 -3.11323 -0.957 -0.090 2.371
H -6.44783 0.48059 -2.52793 1.800 -1.472 1.078
H 0.30709 -1.31973 -0.66989 -1.448 2.102 -0.042
H 4.93368 1.42989 -1.11473 0.158 0.181 0.204
N 0.58827 0.87655 -0.94662 1.633 -0.835 0.561
O 1.43729 -4.20966 -2.20453 0.051 -0.636 -0.609
H -0.82595 -0.13688 0.37017 1.366 -0.225 -2.270
H -2.64480 4.47699 4.25323 1.779 -1.673 0.438
H 2.05532 3.12506 -0.92150 0.086 -1.188 2.273
O 1.43231 -0.82679 -2.97263 1.159 5.475 3.421
O 5.71141 1.03404 -3.11959 0.823 0.555 0.585
C -0.32347 -0.31164 -0.69683 -1.159 -1.285 0.177
H -7.26643 -2.35147 -1.71691 1.398 0.378 2.279
S 1.64282 0.59723 -2.32999 -2.320 -0.801 -7.126
C -1.87766 -2.22035 4.63155 -0.523 -1.394 -0.518
O 9.91258 3.62819 -1.16163 -0.522 -0.413 -0.575
C 6.68352 1.64574 -2.68951 -0.481 -0.572 -1.025
C 1.31056 3.82178 1.11717 0.396 -0.440 0.334
C 2.14210 -5.64714 -5.96379 -0.010 -0.825 -0.565
H 7.85367 1.55457 -4.53724 -0.008 0.014 0.072
C 1.71499 -6.54119 -4.87621 0.082 0.049 -0.325
C 8.92750 3.04612 -1.60188 0.290 0.453 0.899
H 0.18239 3.44136 1.20199 2.397 0.990 -0.199
H -4.03116 -1.46877 4.60819 1.819 0.581 1.178
C -3.05394 -0.35563 -1.05981 -1.126 0.436 -0.401
O 10.03914 2.82136 -3.78217 -1.085 0.038 1.614
H 0.67259 1.22202 1.19620 1.362 -0.118 -1.913
H -5.83883 -2.95740 -0.53200 -1.879 1.653 -0.520
H -3.51125 -1.44156 -0.89867 1.256 2.200 -0.320
O 5.54951 1.91905 -0.52654 1.252 -0.046 -1.580
H 10.65724 3.30517 -3.19213 -0.254 -0.204 -0.234
C -1.69666 0.89322 4.19637 -0.302 1.487 0.689
H -3.47236 -3.25708 3.35123 2.390 0.893 -0.650
C 7.87175 1.91116 -3.51507 -0.287 -0.110 0.059
H 1.30056 3.11119 4.71365 -0.988 -0.024 -1.983
C 2.11819 2.71563 0.19804 -0.159 0.529 -1.012
C -4.16700 0.47031 -1.99311 0.246 0.271 -0.576
H -0.64759 4.90914 2.78071 0.472 -1.548 2.107
H 2.85671 -3.95602 -7.45291 -0.047 0.243 0.331
H 0.99930 -6.31990 -1.83565 0.045 -0.214 -0.344
H -2.35000 0.54837 6.46423 -0.347 -0.405 -2.407
C 0.83060 3.26475 3.65308 0.534 0.930 -0.825
H 2.94340 3.28883 2.73014 -1.713 1.430 -0.365
H -3.04788 0.17429 -0.01107 0.286 -1.066 -1.953
C 2.11647 -3.73024 -4.41850 -0.079 -0.026 0.377
C 2.34128 -4.20625 -5.64472 0.526 1.436 -0.956
C 1.66615 -4.62025 -3.33731 0.071 1.024 0.452
H 2.20981 0.35481 0.50186 -1.528 1.745 -0.416
H 3.27417 2.67274 0.44688 -2.516 0.023 -0.297
H -1.83598 2.40901 2.49557 -1.165 -0.001 2.136
C 7.72925 2.80158 -0.78396 0.379 0.142 -0.065
H -2.66182 -1.74980 2.51821 0.635 -2.291 0.998
H -3.29523 -1.64464 6.35349 0.336 0.775 -2.454
H -3.72813 0.90949 5.23014 2.172 -1.254 0.407
H -1.45790 0.42898 -2.63694 -0.304 -1.750 2.031
H 7.74102 3.17156 0.23325 0.011 -0.024 -0.056
H -7.39384 -3.43104 1.18209 -1.211 1.681 -1.223
C -5.65361 -0.22436 -1.99456 0.353 -0.093 -0.181
```
Forces are in eV/Å.

Computed properties:
SMILES: CCCCCCCCCCCCCN(CCCCCCCC)S(=O)(=O)F.O=C1C=C(O)C(=O)C=C1O.O=C1C=C(O)C(=O)C=C1O
Total energy, Ha: -2593.36112
Lowest unoccupied orbital energy, eV: -1.53
HOMO-LUMO gap, eV: 8.131
Energy above the lowest of the compared OMol25 structures with the same formula, charge and spin, eV: 11.378

=====

[2]
The following is a DFT calculation (ωB97M-V/def2-TZVPD) of a structure of composition C33H52N5O7S2SiW.

XYZ file:
```
101
Properties=species:S:1:pos:R:3:forces:R:3
W 0.06609 -0.24819 0.63982 -0.935 -0.742 -0.763
H -3.67663 -3.04080 0.27804 0.028 -0.006 -0.001
H 3.86805 0.02041 -3.73983 -0.002 0.010 0.010
O -1.01934 2.79417 -2.39738 0.061 -0.134 -0.367
H 2.33487 0.38728 -4.56701 0.015 0.001 0.016
H -3.95088 1.87946 3.32131 -0.025 0.005 -0.016
C 2.19246 -4.36759 6.02074 0.029 -0.040 0.053
N 3.20309 1.20077 3.47390 0.055 0.101 -0.007
H -2.88522 0.48622 -3.96529 0.001 -0.035 -0.014
C -2.48270 -0.48808 -3.67793 -0.050 0.079 0.007
H 3.47054 2.74944 -1.17021 -0.005 -0.037 -0.003
H -0.50604 -4.96813 0.03679 -0.003 0.019 -0.004
H -2.18092 1.09202 -1.15120 -0.047 -0.046 -0.070
H -3.05568 -1.26823 -4.18519 0.018 -0.004 0.013
H 4.07369 -5.09695 5.26996 -0.006 0.000 -0.003
C 0.40139 4.62637 -1.60553 0.038 0.073 -0.011
H -4.49913 1.90463 -0.94148 -0.011 0.006 0.011
H -0.24493 -3.66618 -1.13956 -0.007 -0.019 0.051
H 0.95453 4.00942 -0.89353 -0.045 0.008 -0.017
O 3.15639 -1.46282 2.10308 0.089 -0.014 -0.370
H -2.78471 4.59938 -2.92861 0.007 0.002 0.000
C -1.00706 -0.57416 -4.06109 0.068 -0.023 0.123
C 3.48617 1.74948 -1.61048 0.001 -0.021 -0.112
C -4.40805 1.93710 1.23484 -0.013 -0.019 0.026
H -2.76676 -3.20272 -1.23073 0.015 -0.016 0.023
C 3.22648 -4.44716 5.09399 -0.017 0.087 -0.080
C -2.27584 1.24710 2.11339 0.163 0.021 0.348
N 1.49135 -1.29925 -0.45254 0.343 -0.077 -0.002
H -0.33341 -1.52971 -2.23207 -0.055 0.008 -0.156
S 1.90860 1.76401 1.20844 0.099 0.262 0.305
C -1.51501 -3.11886 0.54778 0.050 0.051 -0.217
H 3.96717 -3.67520 3.22111 -0.006 -0.014 0.000
O 1.49663 2.25622 -2.86773 -0.029 -0.023 0.145
C 3.16373 -3.66989 3.94736 0.125 -0.099 0.101
H 3.07570 2.76484 -4.88338 0.009 -0.002 0.028
H -1.26916 5.01658 -3.74313 -0.002 0.003 0.021
H -5.42279 2.28601 1.38296 0.000 0.005 0.004
C -0.33134 -1.71602 -3.30949 -0.028 -0.014 0.022
C -1.77677 4.99024 -2.77703 -0.032 0.051 -0.038
H 3.48599 3.76273 -3.47702 0.008 -0.017 0.000
C 2.21394 -2.06076 -0.96476 0.356 -0.177 -0.171
C -2.61306 1.25857 -0.18092 -0.321 -0.432 -0.005
H -1.39983 0.02454 -6.10101 0.012 -0.006 0.024
C 2.03179 1.20117 2.78590 0.034 -0.176 -0.004
O 0.90085 -1.65851 2.06054 0.012 -0.075 -0.587
C -1.64688 -3.52170 2.02422 -0.049 0.013 0.030
C 2.10100 -1.93420 2.47350 -0.250 -0.003 0.941
C -2.80585 -3.51678 -0.18348 -0.035 -0.084 -0.006
N -0.18522 0.48115 2.66664 0.074 -0.033 0.005
C -1.32448 1.03234 3.12407 -0.180 0.162 -0.133
H 0.17870 -0.73761 -5.84748 -0.019 -0.017 0.002
H 3.31911 0.46921 4.16185 -0.034 0.024 -0.009
H -1.84810 6.00838 -2.38655 -0.007 -0.018 -0.002
H 0.59466 -3.63022 0.40685 -0.047 -0.041 0.009
H 2.23165 -4.95893 6.92814 -0.001 0.002 -0.011
H 0.34089 5.64068 -1.20414 0.006 0.011 0.007
H -2.95276 -4.60146 -0.15591 0.001 0.024 -0.005
H -0.85998 -2.65496 -3.49738 0.004 0.004 -0.024
H 0.70396 -1.83590 -3.63289 0.002 -0.014 0.001
C -3.91179 1.71860 -0.05377 -0.049 -0.274 0.058
H -2.75779 3.68545 -0.59449 0.247 0.233 -0.005
O 0.03788 0.73626 -1.12241 -0.089 -0.376 0.844
N -1.81468 0.99863 0.84456 -0.098 0.051 -0.068
H -2.16583 -4.48269 2.09947 0.044 -0.015 0.022
H -2.21741 -2.78371 2.59391 -0.029 -0.022 -0.024
C 3.54637 2.75672 -3.89784 0.060 0.056 -0.072
Si 0.06565 1.55907 -2.48044 0.173 0.042 -0.401
C -1.01327 4.09230 -1.81376 0.158 -0.012 0.164
H -1.72324 4.99191 0.02154 0.012 0.023 -0.031
H 2.33591 -0.33683 -2.95008 0.018 0.021 -0.002
H 4.52234 1.41056 -1.68203 0.009 0.010 -0.003
C 1.03716 -2.78676 4.62631 -0.200 -0.070 0.129
C 2.84463 0.37467 -3.60152 -0.019 -0.002 -0.008
H -2.27048 -1.19472 -0.03683 -0.088 0.052 0.089
S 3.20825 -3.12438 -1.69412 -0.265 0.259 0.160
H 0.96048 4.64130 -2.54117 -0.051 0.014 0.032
H 0.29011 -3.47445 6.50484 0.004 0.004 -0.016
C -0.34711 -3.88959 -0.07476 0.021 -0.062 0.000
H 4.00373 1.28885 2.86610 -0.047 0.006 0.023
H -2.61921 -0.62863 -2.60547 0.031 0.066 0.108
H -0.09453 -1.80677 3.48445 0.045 0.184 -0.019
H -1.21249 3.30207 0.18356 0.008 0.157 -0.043
C 1.10604 -3.54189 5.79637 0.018 0.039 -0.063
H 4.59855 2.48608 -4.01054 -0.007 0.009 -0.013
C 2.83796 1.76801 -2.98508 -0.156 -0.107 -0.106
O -0.04950 -1.98834 4.45077 0.014 -0.078 0.145
H -0.66854 -3.63459 2.49117 -0.031 0.026 -0.031
H 2.95569 1.07034 -0.94524 0.076 -0.047 -0.146
C -1.72413 4.01411 -0.46761 0.010 0.317 0.005
C -3.59493 1.71167 2.31514 -0.080 0.059 -0.042
H 1.07790 0.13868 4.25591 -0.032 -0.051 -0.075
C -1.34738 -1.60875 0.38132 0.895 0.691 0.335
H -2.50404 1.68284 4.79349 0.007 0.008 -0.025
H -0.82708 2.22432 4.83390 0.013 -0.022 -0.009
H -1.29133 -1.73438 -5.86714 0.007 0.018 0.002
O -0.34577 0.65785 -3.79036 -0.079 0.197 0.165
N 0.96519 0.69842 3.41658 -0.169 -0.073 0.181
C 2.07723 -2.84310 3.69606 0.138 0.111 -0.356
H -1.22385 0.54105 5.20010 0.001 0.014 -0.016
C -0.87504 -0.77024 -5.56587 0.014 -0.026 -0.077
C -1.48261 1.39113 4.56169 0.007 0.015 0.071
```
Forces are in eV/Å.

Computed properties:
Total energy, Ha: -3242.45397
Lowest unoccupied orbital energy (spin up / spin down), eV: 2.40 / 1.94
2S+1: 3
HOMO-LUMO gap (spin up / spin down), eV: 5.879 / 6.555
Total charge: -1